24
Properties=species:S:1:pos:R:3:nbo_charge:R:1 method="wB97M-V/def2-TZVPD" e_lumo_ev=0.993 relative_energy_kj_mol=152.08 smiles="[H]/N=C/N.CCCN.N" homo_energy_ev=-7.686 total_charge=0
C 2.500 -0.454 -0.392 0.366
N 3.526 0.313 -0.747 -0.953
N 1.759 0.926 0.959 -1.064
N 1.492 -0.704 -1.331 -0.858
H 2.591 -1.290 0.319 0.149
H 1.684 -0.291 -2.233 0.393
H 4.434 -0.038 -0.465 0.354
H 2.600 1.410 0.462 0.426
H 0.829 1.201 0.623 0.414
H 1.835 1.037 1.967 0.367
H 1.085 -1.626 -1.333 0.383
C -1.685 0.580 -0.418 -0.217
C -1.811 -0.363 0.775 -0.404
C -2.501 -1.670 0.398 -0.602
N -0.981 1.804 -0.027 -0.845
H -1.519 2.314 0.667 0.357
H -0.853 2.415 -0.826 0.367
H -2.685 0.780 -0.835 0.160
H -1.086 0.098 -1.193 0.200
H -0.809 -0.566 1.156 0.206
H -2.376 0.133 1.570 0.190
H -2.593 -2.324 1.265 0.211
H -1.932 -2.198 -0.368 0.199
H -3.502 -1.487 0.007 0.202